(1)
Computed, not measured: C22H38CoO12 as an isolated structure in a non-equilibrium geometry, with ωB97M-V with the def2-TZVPD basis set.

```
! wB97M-V def2-TZVPD RIJCOSX def2/J DEFGRID3
* xyz 2 4
Co -4.35 26.46 -3.25
O -5.61 26.49 -1.31
C -5.92 26.29 -0.14
O -5.82 27.26 0.83
C -6.19 26.78 2.12
C -7.00 25.55 1.77
C -6.39 25.07 0.45
H -6.61 27.68 2.59
H -5.32 26.48 2.71
H -8.02 25.86 1.52
H -6.99 24.76 2.53
H -7.19 24.65 -0.16
H -5.51 24.48 0.70
O -4.00 26.95 -5.31
C -3.64 26.72 -6.44
O -2.95 25.61 -6.73
C -2.74 25.46 -8.17
C -2.92 26.86 -8.69
C -3.81 27.58 -7.72
H -3.45 24.87 -8.73
H -1.75 25.03 -8.31
H -3.25 26.78 -9.73
H -1.97 27.40 -8.64
H -4.86 27.56 -8.00
H -3.55 28.61 -7.47
O -2.98 25.74 -1.48
C -2.22 25.34 -0.59
O -2.61 25.46 0.69
C -1.56 24.92 1.51
C -0.78 24.00 0.59
C -0.85 24.69 -0.77
H -1.97 24.28 2.29
H -0.95 25.67 2.01
H -1.24 23.01 0.58
H 0.24 23.86 0.94
H -1.00 24.02 -1.62
H -0.12 25.48 -0.96
O -3.42 24.68 -3.89
C -2.78 23.66 -4.28
O -1.48 23.41 -3.86
C -1.07 22.11 -4.32
C -2.30 21.44 -4.85
C -3.32 22.57 -5.14
H -0.75 21.47 -3.49
H -0.32 22.07 -5.10
H -2.75 20.63 -4.28
H -2.10 20.89 -5.77
H -4.32 22.26 -4.82
H -3.25 22.74 -6.22
O -5.89 27.90 -3.62
C -6.66 28.81 -3.95
O -6.32 30.13 -3.94
C -7.36 30.96 -4.40
C -8.61 30.07 -4.53
C -8.02 28.62 -4.54
H -7.18 31.48 -5.35
H -7.55 31.79 -3.72
H -9.14 30.33 -5.44
H -9.32 30.21 -3.72
H -7.81 28.22 -5.53
H -8.58 27.94 -3.90
C -6.63 25.10 -5.00
O -6.06 25.24 -3.74
H -6.88 26.09 -5.39
H -5.79 24.61 -5.50
H -7.52 24.46 -5.04
H -6.04 24.39 -3.28
C -2.90 28.75 -1.39
O -3.32 28.23 -2.67
H -3.23 28.32 -0.45
H -1.81 28.72 -1.29
H -3.08 29.83 -1.44
H -2.89 28.80 -3.31
*
```

Calculated values
Max |F|   4.62 eV/A
E_tot   -3146.2721 a.u.
Relative energy (zero: lowest compared OMol25 entry of this formula, charge and spin)   5.5 kcal per mole
HOMO level (spin up / spin down)   -15.23 / -15.21 eV
E_LUMO (spin up / spin down)   -0.155 / -0.164 Ha



(2)
Computed, not measured: C22H38F5PtSSi2 as an isolated structure, with ωB97M-V with the def2-TZVPD basis set.

```
! wB97M-V def2-TZVPD RIJCOSX def2/J DEFGRID3
* xyz 1 1
Pt -0.12 0.56 -0.29
F 0.34 2.84 6.43
C 0.36 2.73 5.11
C 0.96 1.63 4.51
F 1.51 0.69 5.26
C 0.97 1.53 3.14
F 1.55 0.45 2.60
C 0.37 2.49 2.32
S 0.40 2.47 0.55
C -0.19 3.59 2.95
F -0.73 4.57 2.22
C -0.21 3.72 4.33
F -0.77 4.78 4.89
C 4.20 -0.96 -1.53
Si 2.44 -0.54 -2.00
C 1.77 -1.77 -3.23
C 2.30 1.20 -2.65
C 1.52 -0.68 -0.33
H 4.83 -0.99 -2.42
H 4.27 -1.94 -1.04
H 4.62 -0.21 -0.85
H 2.41 -1.77 -4.12
H 0.76 -1.52 -3.57
H 1.76 -2.79 -2.83
H 2.84 1.28 -3.60
H 2.74 1.92 -1.96
H 1.27 1.49 -2.83
H 2.12 -0.30 0.49
H 1.16 -1.67 -0.04
C -2.04 -2.43 0.46
C -2.50 -1.47 -0.65
C -1.43 -1.48 -1.75
C -3.82 -2.00 -1.24
Si -2.61 0.33 -0.04
C -3.27 1.59 -1.32
C -4.81 1.53 -1.18
C -2.80 3.03 -1.08
C -2.92 1.24 -2.77
C -3.16 0.56 1.76
C -3.35 2.04 2.13
C -2.18 -0.08 2.77
C -4.53 -0.15 1.91
H -1.84 -3.41 0.02
H -2.80 -2.57 1.22
H -1.13 -2.09 0.96
H -1.18 -2.51 -2.03
H -0.45 -1.06 -1.43
H -1.72 -0.94 -2.65
H -3.68 -3.05 -1.54
H -4.14 -1.44 -2.11
H -4.63 -1.98 -0.51
H -5.16 1.93 -0.22
H -5.21 0.52 -1.29
H -5.25 2.15 -1.97
H -2.96 3.39 -0.07
H -3.35 3.69 -1.76
H -1.74 3.15 -1.32
H -3.35 0.29 -3.09
H -1.84 1.22 -2.94
H -3.33 2.01 -3.42
H -2.44 2.62 1.99
H -3.63 2.10 3.18
H -4.14 2.51 1.55
H -1.15 0.19 2.57
H -2.25 -1.16 2.78
H -2.43 0.28 3.77
H -5.29 0.25 1.24
H -4.89 0.01 2.93
H -4.45 -1.22 1.76
*
```

Calculated values
Max |F|   0.49 eV/A
E_tot   -2456.6508 a.u.
Relative energy (zero: lowest compared OMol25 entry of this formula, charge and spin)   0.0 kcal per mole
HOMO level   -11.98 eV
E_LUMO   -0.186 Ha



(3)
Computed, not measured: C22H38HfP2 as an isolated structure in a non-equilibrium geometry, with ωB97M-V with the def2-TZVPD basis set.

```
! wB97M-V def2-TZVPD RIJCOSX def2/J DEFGRID3
* xyz 2 1
P 1.13 1.85 -1.50
P 0.82 -1.35 -2.94
C 2.24 1.07 -2.79
C 1.54 0.12 -3.78
H 3.09 0.55 -2.30
H 2.69 1.88 -3.37
H 0.72 0.61 -4.31
H 2.26 -0.26 -4.52
C 2.25 -2.48 -3.34
H 2.12 -3.49 -2.92
H 3.21 -2.08 -2.99
H 2.30 -2.58 -4.44
C -0.36 -2.05 -4.15
H 0.18 -2.66 -4.89
H -0.88 -1.22 -4.66
H -1.07 -2.68 -3.59
C 2.60 2.76 -0.84
H 2.30 3.47 -0.07
H 3.08 3.30 -1.67
H 3.35 2.06 -0.42
C 0.40 3.11 -2.58
H -0.34 2.62 -3.22
H 1.20 3.56 -3.20
H -0.07 3.87 -1.93
Hf -2.29 1.00 0.06
C 0.48 -3.11 -0.34
C 1.83 -3.14 -0.17
C 2.73 -1.95 -0.12
C 2.80 -1.32 1.34
C 2.27 0.03 1.40
C 0.97 0.31 1.02
C 0.13 -0.50 -0.03
C -0.38 -1.94 0.21
C -2.79 2.89 0.88
H -0.15 -3.94 -0.70
H 2.38 -4.10 -0.13
H 2.39 -1.19 -0.87
H 3.74 -2.25 -0.44
H 2.24 -1.93 2.06
H 3.85 -1.26 1.63
H 2.76 0.82 1.92
H 0.57 1.30 1.23
H 0.87 -0.56 -0.86
H -0.70 0.13 -0.70
H -0.64 -2.02 1.27
H -1.35 -2.09 -0.29
H -3.78 3.06 0.37
H -2.04 3.63 0.45
H -2.88 2.94 2.02
C -1.92 0.45 2.19
C -2.93 0.45 3.46
C -4.21 -0.04 3.29
C -5.08 -0.16 4.40
C -4.65 0.26 5.67
C -3.37 0.77 5.85
C -2.52 0.93 4.74
H -1.38 -0.49 2.36
H -1.13 1.15 2.51
H -4.54 -0.31 2.27
H -6.09 -0.51 4.24
H -5.34 0.15 6.51
H -3.04 1.12 6.84
H -1.56 1.41 4.86
*
```

Calculated values
Max |F|   4.27 eV/A
E_tot   -1590.8844 a.u.
Relative energy (zero: lowest compared OMol25 entry of this formula, charge and spin)   53.8 kcal per mole
HOMO level   -13.54 eV
E_LUMO   -0.343 Ha



(4)
Computed, not measured: a 7-piece molecular cluster, C22H38N4O3S3 overall in a non-equilibrium geometry, with ωB97M-V with the def2-TZVPD basis set.

```
! wB97M-V def2-TZVPD RIJCOSX def2/J DEFGRID3
* xyz 0 1
C 5.88 4.64 5.49
S 4.90 6.22 5.42
O 5.30 7.10 4.25
C 3.32 5.54 4.84
H 5.83 4.19 4.49
H 5.55 3.85 6.16
H 6.94 4.85 5.61
H 3.07 4.71 5.49
H 3.33 5.14 3.82
H 2.57 6.33 4.80
C 0.25 -1.42 -0.50
S -0.31 0.17 0.26
O 0.33 0.32 1.64
C -2.07 -0.36 0.53
H -0.14 -1.53 -1.51
H -0.04 -2.32 0.04
H 1.34 -1.47 -0.57
H -2.68 0.46 0.90
H -2.03 -1.11 1.31
H -2.52 -0.87 -0.33
C 3.85 -4.75 4.37
S 3.58 -5.99 5.70
O 2.19 -5.68 6.25
C 3.28 -7.43 4.62
H 4.11 -3.81 4.85
H 2.94 -4.72 3.78
H 4.70 -5.17 3.82
H 3.20 -8.33 5.24
H 4.04 -7.55 3.85
H 2.36 -7.32 4.05
N 9.43 3.20 -1.49
C 9.62 2.12 -0.77
C 8.48 1.58 -0.28
C 7.46 2.46 -0.68
C 8.07 3.41 -1.42
H 10.12 3.74 -2.00
H 10.61 1.70 -0.66
H 8.46 0.68 0.32
H 6.40 2.39 -0.46
H 7.60 4.24 -1.92
N -6.34 5.94 5.58
C -6.11 5.33 6.75
C -4.92 4.60 6.67
C -4.39 4.80 5.44
C -5.24 5.63 4.75
H -7.18 6.29 5.15
H -6.89 5.19 7.48
H -4.51 3.86 7.34
H -3.48 4.30 5.15
H -5.26 5.93 3.71
N -8.67 -4.94 -5.35
C -7.65 -4.08 -5.11
C -8.02 -2.94 -4.39
C -9.40 -3.16 -4.25
C -9.78 -4.35 -4.83
H -8.61 -5.83 -5.83
H -6.69 -4.47 -5.41
H -7.50 -2.09 -3.96
H -10.07 -2.52 -3.70
H -10.76 -4.76 -5.01
N -2.00 -1.15 -9.54
C -2.45 -1.63 -10.71
C -1.98 -2.91 -10.90
C -1.25 -3.24 -9.78
C -1.13 -2.06 -8.99
H -2.27 -0.29 -9.09
H -2.98 -0.93 -11.34
H -2.26 -3.62 -11.67
H -0.84 -4.19 -9.48
H -0.73 -1.96 -7.99
*
```

Calculated values
Max |F|   4.29 eV/A
E_tot   -2500.1536 a.u.
Relative energy (zero: lowest compared OMol25 entry of this formula, charge and spin)   62.0 kcal per mole
HOMO level   -8.04 eV
E_LUMO   0.019 Ha



(5)
Computed, not measured: C22H38P2Pd as an isolated structure in a non-equilibrium geometry, with ωB97M-V with the def2-TZVPD basis set.

```
! wB97M-V def2-TZVPD RIJCOSX def2/J DEFGRID3
* xyz 0 3
P -0.28 -0.97 -4.87
P 1.64 2.50 -3.44
C 0.17 0.74 -5.28
C 1.53 1.16 -4.69
H -0.68 1.35 -4.99
H 0.19 0.76 -6.38
H 2.06 0.31 -4.24
H 2.16 1.50 -5.53
C 0.00 3.31 -3.57
H -0.19 3.86 -2.63
H -0.75 2.52 -3.70
H 0.07 3.97 -4.43
C 2.87 3.71 -4.06
H 2.25 4.39 -4.65
H 3.62 3.23 -4.71
H 3.36 4.25 -3.25
C -1.53 -1.59 -6.19
H -1.47 -2.68 -6.36
H -1.29 -1.15 -7.17
H -2.60 -1.40 -6.05
C 0.99 -1.87 -5.85
H 1.98 -1.65 -5.45
H 0.89 -1.52 -6.88
H 0.79 -2.95 -5.82
Pd 1.90 2.04 -1.52
C -2.29 -0.21 -3.08
C -3.09 -1.00 -3.83
C -3.47 -2.40 -3.60
C -2.29 -3.24 -3.02
C -1.05 -3.12 -3.82
C 0.00 -2.28 -3.37
C -0.08 -1.36 -2.13
C -1.39 -0.57 -1.91
C 2.41 0.30 -0.48
H -2.44 0.87 -3.18
H -3.62 -0.50 -4.65
H -3.78 -2.87 -4.54
H -4.32 -2.49 -2.92
H -2.12 -2.93 -1.97
H -2.53 -4.31 -3.03
H -0.77 -3.83 -4.61
H 1.03 -2.65 -3.43
H 0.74 -0.61 -2.13
H 0.11 -1.96 -1.23
H -1.97 -1.02 -1.07
H -1.11 0.42 -1.48
H 2.98 0.57 0.41
H 2.98 -0.35 -1.15
H 1.47 -0.17 -0.18
C 0.72 3.03 -0.19
C 0.46 2.28 1.07
C 1.49 2.19 2.02
C 1.32 1.42 3.18
C 0.09 0.77 3.41
C -0.95 0.89 2.47
C -0.78 1.63 1.30
H -0.19 3.22 -0.77
H 1.37 3.91 -0.05
H 2.43 2.71 1.83
H 2.14 1.32 3.88
H -0.06 0.18 4.32
H -1.91 0.38 2.65
H -1.59 1.73 0.57
*
```

Calculated values
Max |F|   4.50 eV/A
E_tot   -1671.3057 a.u.
Relative energy (zero: lowest compared OMol25 entry of this formula, charge and spin)   0.0 kcal per mole
HOMO level (spin up / spin down)   -4.56 / -4.76 eV
E_LUMO (spin up / spin down)   -0.017 / -0.064 Ha



(6)
Computed, not measured: C22H39AuN6SSe2 as an isolated structure, with ωB97M-V with the def2-TZVPD basis set.

```
! wB97M-V def2-TZVPD RIJCOSX def2/J DEFGRID3
* xyz 2 1
Au 0.07 0.01 0.06
C 4.22 1.15 0.09
Se 2.85 -0.22 0.21
C 3.17 -0.80 2.05
C 2.50 0.04 3.14
Se 0.58 0.12 2.93
C 0.38 2.02 3.17
H 5.19 0.67 0.11
H 4.13 1.87 0.90
H 4.07 1.66 -0.86
H 4.25 -0.76 2.20
H 2.86 -1.84 2.09
H 2.84 1.08 3.12
H 2.69 -0.37 4.12
H 0.64 2.27 4.19
H -0.66 2.26 2.97
H 1.02 2.53 2.45
C -0.52 5.14 -1.29
C 0.21 4.65 -0.03
C 1.67 5.13 -0.04
C -0.51 5.18 1.23
C 0.19 3.17 0.01
C 0.17 1.95 0.02
H -0.49 6.23 -1.33
H -1.56 4.82 -1.29
H -0.04 4.74 -2.19
H 1.69 6.23 -0.05
H 2.19 4.77 -0.92
H 2.20 4.79 0.85
H -0.59 6.27 1.17
H 0.05 4.92 2.14
H -1.52 4.76 1.31
C 0.11 -2.65 -1.48
N -0.16 -2.11 -0.08
C -1.55 -2.55 0.32
N -1.69 -3.98 0.26
C -1.41 -4.44 -1.12
N -0.04 -4.08 -1.52
C 0.90 -4.72 -0.59
N 0.66 -4.26 0.79
C 0.81 -2.83 0.84
C -0.72 -4.61 1.17
H 1.12 -2.37 -1.77
H -0.60 -2.18 -2.16
H -2.26 -2.08 -0.37
H -1.75 -2.19 1.33
H -2.13 -3.98 -1.81
H -1.53 -5.52 -1.17
H 1.92 -4.48 -0.89
H 0.76 -5.80 -0.63
H 1.82 -2.56 0.54
H 0.62 -2.49 1.86
H -0.92 -4.29 2.19
H -0.84 -5.69 1.12
C -6.66 1.13 -2.15
C -6.09 0.52 -0.91
C -6.75 -0.38 -0.11
C -6.09 -0.91 1.00
N -4.82 -0.57 1.28
C -4.21 0.33 0.53
S -2.62 0.93 0.93
N -4.84 0.86 -0.56
C -6.76 -1.87 1.92
H -7.73 0.94 -2.22
H -6.18 0.69 -3.03
H -6.49 2.21 -2.18
H -7.77 -0.67 -0.34
H -4.34 1.56 -1.09
H -7.83 -1.94 1.74
H -6.58 -1.56 2.95
H -6.31 -2.86 1.80
*
```

Calculated values
Max |F|   0.91 eV/A
E_tot   -6526.3119 a.u.
Relative energy (zero: lowest compared OMol25 entry of this formula, charge and spin)   0.0 kcal per mole
HOMO level (spin up / spin down)   -13.77 / -13.59 eV
E_LUMO (spin up / spin down)   -0.320 / -0.311 Ha



(7)
Computed, not measured: a 2-piece molecular cluster, C22H39BN2O4 overall in a non-equilibrium geometry, with ωB97M-V with the def2-TZVPD basis set.

```
! wB97M-V def2-TZVPD RIJCOSX def2/J DEFGRID3
* xyz 1 2
C 0.39 -1.10 0.22
C 0.58 -0.30 -1.24
B -0.35 -1.11 -2.32
O -0.14 -2.59 -2.42
C -1.53 -0.47 -3.27
C -1.35 0.11 -4.80
N -2.54 0.66 -5.60
C -3.97 0.69 -5.05
C -4.34 0.13 -3.54
C -5.91 0.17 -3.09
C -6.39 -1.39 -2.84
C -7.99 -1.65 -3.17
C -5.57 -2.47 -3.81
C -3.08 -0.45 -2.65
C -3.32 -1.06 -1.15
O -3.48 -2.38 -0.89
O -3.32 -0.16 0.04
C -4.36 0.88 -0.08
H 1.13 -0.66 1.03
H -0.73 -0.94 0.55
H 0.60 -2.26 0.12
H 1.75 -0.35 -1.47
H 0.25 0.84 -1.12
H -1.08 -2.97 -2.31
H -0.27 0.10 -5.31
H -2.41 1.02 -6.58
H -4.84 1.13 -5.73
H -6.55 0.55 -4.03
H -6.16 0.91 -2.21
H -6.16 -1.69 -1.72
H -8.43 -2.36 -2.33
H -8.15 -2.21 -4.20
H -8.59 -0.64 -3.23
H -4.54 -2.77 -3.29
H -6.22 -3.45 -3.86
H -5.40 -2.06 -4.90
H -4.24 1.55 -1.07
H -5.43 0.37 -0.18
H -4.43 1.60 0.83
C 4.56 2.35 4.92
C 3.70 1.44 4.01
C 3.75 -0.02 4.55
C 5.08 -0.71 4.28
C 5.46 -0.64 2.81
C 5.43 0.80 2.24
N 4.17 1.54 2.58
O 3.14 1.03 1.76
C 6.65 1.61 2.74
C 5.67 0.72 0.69
C 2.25 1.99 4.19
H 3.99 2.70 5.80
H 5.44 1.85 5.33
H 4.88 3.26 4.39
H 2.95 -0.62 4.08
H 3.54 -0.03 5.62
H 5.87 -0.28 4.90
H 5.00 -1.77 4.58
H 6.46 -1.07 2.68
H 4.78 -1.28 2.24
H 6.60 2.65 2.43
H 7.59 1.20 2.33
H 6.78 1.58 3.83
H 4.94 0.07 0.19
H 6.66 0.30 0.47
H 5.62 1.71 0.23
H 2.17 3.03 3.85
H 1.95 1.98 5.25
H 1.49 1.40 3.67
*
```

Calculated values
Max |F|   9.23 eV/A
E_tot   -1296.2934 a.u.
HOMO level (spin up / spin down)   -10.62 / -11.23 eV
E_LUMO (spin up / spin down)   -0.197 / -0.197 Ha



What did the second record say?
Computed, not measured: C22H38F5PtSSi2 as an isolated structure, with ωB97M-V with the def2-TZVPD basis set.

```
! wB97M-V def2-TZVPD RIJCOSX def2/J DEFGRID3
* xyz 1 1
Pt -0.12 0.56 -0.29
F 0.34 2.84 6.43
C 0.36 2.73 5.11
C 0.96 1.63 4.51
F 1.51 0.69 5.26
C 0.97 1.53 3.14
F 1.55 0.45 2.60
C 0.37 2.49 2.32
S 0.40 2.47 0.55
C -0.19 3.59 2.95
F -0.73 4.57 2.22
C -0.21 3.72 4.33
F -0.77 4.78 4.89
C 4.20 -0.96 -1.53
Si 2.44 -0.54 -2.00
C 1.77 -1.77 -3.23
C 2.30 1.20 -2.65
C 1.52 -0.68 -0.33
H 4.83 -0.99 -2.42
H 4.27 -1.94 -1.04
H 4.62 -0.21 -0.85
H 2.41 -1.77 -4.12
H 0.76 -1.52 -3.57
H 1.76 -2.79 -2.83
H 2.84 1.28 -3.60
H 2.74 1.92 -1.96
H 1.27 1.49 -2.83
H 2.12 -0.30 0.49
H 1.16 -1.67 -0.04
C -2.04 -2.43 0.46
C -2.50 -1.47 -0.65
C -1.43 -1.48 -1.75
C -3.82 -2.00 -1.24
Si -2.61 0.33 -0.04
C -3.27 1.59 -1.32
C -4.81 1.53 -1.18
C -2.80 3.03 -1.08
C -2.92 1.24 -2.77
C -3.16 0.56 1.76
C -3.35 2.04 2.13
C -2.18 -0.08 2.77
C -4.53 -0.15 1.91
H -1.84 -3.41 0.02
H -2.80 -2.57 1.22
H -1.13 -2.09 0.96
H -1.18 -2.51 -2.03
H -0.45 -1.06 -1.43
H -1.72 -0.94 -2.65
H -3.68 -3.05 -1.54
H -4.14 -1.44 -2.11
H -4.63 -1.98 -0.51
H -5.16 1.93 -0.22
H -5.21 0.52 -1.29
H -5.25 2.15 -1.97
H -2.96 3.39 -0.07
H -3.35 3.69 -1.76
H -1.74 3.15 -1.32
H -3.35 0.29 -3.09
H -1.84 1.22 -2.94
H -3.33 2.01 -3.42
H -2.44 2.62 1.99
H -3.63 2.10 3.18
H -4.14 2.51 1.55
H -1.15 0.19 2.57
H -2.25 -1.16 2.78
H -2.43 0.28 3.77
H -5.29 0.25 1.24
H -4.89 0.01 2.93
H -4.45 -1.22 1.76
*
```

Calculated values
Max |F|   0.49 eV/A
E_tot   -2456.6508 a.u.
Relative energy (zero: lowest compared OMol25 entry of this formula, charge and spin)   0.0 kcal per mole
HOMO level   -11.98 eV
E_LUMO   -0.186 Ha



- Which value of max |F| does entry 6 give?
  0.91 eV/A